Record 1
The following is a quantum chemistry calculation of a 12-piece molecular cluster, C27H78O21 overall in a non-equilibrium geometry, from OMol25.

Values from the calculation:
Structure (SMILES): CC(C)O.CC(C)O.CC(C)O.OCCO.OCCO.OCCO.OCCO.OCCO.OCCO.OCCO.OCCO.OCCO
Relative energy (zero: lowest compared OMol25 entry of this formula, charge and spin), kcal per mole: 110.4
Strongest force on any atom, eV Å⁻¹: 3.5
Energy, eV: -72252.5810
2S+1: 1

Positions of all 126 atoms, in Å:
C  1.0915  5.2564  3.3600
C  0.5960  4.6310  2.0947
C  1.0995  3.1367  2.0292
O  -0.8187  4.5010  2.1806
H  2.0624  4.9554  3.7536
H  0.3952  5.0300  4.1676
H  1.2009  6.3242  3.1706
H  0.7042  5.1803  1.1595
H  2.1795  3.1518  1.8826
H  0.7382  2.5764  1.1669
H  1.0462  2.5361  2.9372
H  -1.1930  5.0534  1.4904
C  -0.3146  -3.9139  -2.7659
C  -1.2807  -3.4567  -3.8961
C  -1.6831  -2.0478  -3.7253
O  -0.6685  -3.6044  -5.1930
H  0.3900  -3.1171  -2.5275
H  0.2527  -4.7816  -3.1026
H  -0.8265  -4.0960  -1.8210
H  -2.1592  -4.0880  -3.7626
H  -2.3906  -1.6364  -4.4452
H  -0.8835  -1.3365  -3.9324
H  -1.9999  -1.8171  -2.7082
H  -0.9939  -2.9226  -5.7854
C  2.6277  -1.7456  4.3171
C  2.8581  -0.3735  3.6939
C  3.9718  -0.4566  2.6474
O  1.6990  -0.0874  2.9525
H  3.4925  -1.8837  4.9660
H  2.6436  -2.4379  3.4754
H  1.7426  -1.8562  4.9436
H  2.9899  0.4207  4.4287
H  4.7052  -1.1629  3.0363
H  4.3481  0.5131  2.3213
H  3.6433  -1.0199  1.7740
H  1.4237  -0.8184  2.3944
O  1.0417  3.6765  -4.4246
C  0.9194  2.3273  -4.7598
C  -0.4306  1.7596  -5.1450
O  -0.5175  2.2756  -6.5187
H  0.6732  4.0971  -5.2050
H  1.5927  2.0444  -5.5689
H  1.2614  1.8119  -3.8623
H  -1.2440  2.1631  -4.5420
H  -0.4532  0.6796  -4.9994
H  -0.3754  3.2201  -6.6151
O  -2.3861  3.5565  4.6997
C  -1.6392  2.4001  5.0783
C  -1.5391  1.2938  4.0670
O  -0.7390  0.2716  4.6339
H  -2.0830  3.8413  3.8345
H  -0.6506  2.5819  5.4999
H  -2.2320  2.0176  5.9093
H  -1.2380  1.5023  3.0403
H  -2.5352  0.9688  3.7666
H  0.1478  0.2469  4.2670
O  4.9572  2.6835  -0.9930
C  3.6011  2.4684  -1.3782
C  2.5902  3.6610  -1.3453
O  1.2359  3.2043  -1.6209
H  5.3705  1.8416  -0.7880
H  3.4960  1.8873  -2.2944
H  3.1990  1.7980  -0.6187
H  3.0335  4.2854  -2.1210
H  2.6638  4.2288  -0.4178
H  1.2718  3.4391  -2.5510
O  -0.2358  0.4487  -1.2914
C  0.0062  -0.1728  -0.0522
C  0.5670  -1.6796  -0.1430
O  1.4329  -2.0302  0.9275
H  0.1349  1.3342  -1.2988
H  0.8652  0.4128  0.2754
H  -0.7094  -0.0663  0.7631
H  1.2561  -1.8238  -0.9752
H  -0.1900  -2.4377  -0.3438
H  1.9773  -2.8072  0.7812
O  -6.0973  0.2355  1.5255
C  -4.9817  1.0629  1.8249
C  -4.2848  1.5494  0.4973
O  -3.7432  0.4629  -0.2977
H  -5.7176  -0.5661  1.1583
H  -5.3503  1.9323  2.3695
H  -4.3769  0.3493  2.3844
H  -3.4405  2.1393  0.8542
H  -4.8872  1.9498  -0.3181
H  -3.0040  0.8462  -0.7755
O  -0.4034  -8.2019  -0.2141
C  -0.4846  -6.7885  -0.0843
C  0.9159  -6.1633  0.3269
O  1.4213  -6.6429  1.6152
H  -0.1737  -8.5916  0.6327
H  -0.7605  -6.3931  -1.0619
H  -1.2832  -6.7572  0.6569
H  0.7256  -5.0915  0.2719
H  1.6803  -6.3570  -0.4256
H  1.7680  -7.5270  1.4745
O  3.6206  -3.5708  0.3665
C  4.6289  -2.7029  -0.1692
C  4.2170  -2.2681  -1.5579
O  4.3186  -0.8437  -1.7358
H  3.8991  -4.0782  1.1325
H  4.8455  -1.9673  0.6054
H  5.5235  -3.3179  -0.0712
H  3.3196  -2.6817  -2.0179
H  5.0060  -2.5323  -2.2620
H  4.0813  -0.5375  -2.6142
O  -3.5400  -4.3664  -0.7187
C  -3.2102  -4.1229  0.6279
C  -3.0986  -2.6353  0.8913
O  -4.3260  -2.0427  0.4553
H  -4.1421  -3.6579  -0.9578
H  -3.8898  -4.6606  1.2891
H  -2.1877  -4.4976  0.5835
H  -2.3590  -2.2121  0.2116
H  -2.7580  -2.3994  1.8994
H  -4.0663  -1.1602  0.1808
O  -1.2518  5.5174  -0.8207
C  -2.6282  5.3203  -1.1846
C  -2.9302  3.9707  -1.7465
O  -2.2588  2.9145  -1.0915
H  -1.0925  6.4395  -0.6063
H  -3.1566  5.4176  -0.2362
H  -2.8414  6.1027  -1.9129
H  -2.6109  4.0827  -2.7827
H  -3.9982  3.7529  -1.7376
H  -1.4229  3.2718  -0.7829

=====

Record 2
The following is a quantum chemistry calculation of a 13-piece molecular cluster, C27H80O13 overall in a non-equilibrium geometry, from OMol25.

Values from the calculation:
Relative energy (zero: lowest compared OMol25 entry of this formula, charge and spin), kcal per mole: 70.0
Strongest force on any atom, eV Å⁻¹: 3.2
Energy, eV: -55912.3047
2S+1: 1

Positions of all 120 atoms, in Å:
O  1.3030  2.1551  -3.0514
H  2.0137  1.7135  -2.6558
H  0.7099  1.3900  -3.3495
O  -0.3189  0.1039  -4.4862
H  -0.5341  0.4412  -5.3624
H  -1.0914  0.3082  -3.8699
O  -2.4612  0.0474  -2.5442
H  -2.0668  -0.3190  -1.7804
H  -2.8514  0.8326  -2.1328
O  -5.4445  -2.9233  3.4406
H  -5.2964  -2.5077  4.3016
H  -4.5267  -3.0414  3.1339
C  4.5059  -0.6645  -2.8322
C  4.2003  -0.5358  -1.3213
C  5.3656  -0.0387  -0.5597
O  2.9963  0.3015  -1.1169
H  4.8711  0.3035  -3.2655
H  3.5014  -0.8882  -3.2948
H  5.2090  -1.4344  -3.0226
H  3.9397  -1.4496  -0.8252
H  5.2301  -0.0611  0.4741
H  5.5777  0.9946  -0.8676
H  6.1378  -0.7032  -0.9234
H  3.0240  0.7968  -0.3072
C  -2.5418  -0.7096  -9.0060
C  -1.8262  -0.9824  -7.6913
C  -0.3496  -0.7559  -7.7747
O  -2.4048  -0.3226  -6.5714
H  -2.2906  -1.3663  -9.8281
H  -2.3317  0.3388  -9.3031
H  -3.6037  -0.8296  -8.9087
H  -1.9990  -2.0248  -7.4888
H  0.1030  -1.4398  -8.4313
H  0.0191  -0.7830  -6.7465
H  -0.0610  0.2323  -8.2256
H  -2.1261  -0.7717  -5.7611
C  -4.2426  -2.6540  0.4958
C  -5.3668  -1.5637  0.2249
C  -6.5455  -2.3126  -0.3109
O  -5.5946  -0.9606  1.5693
H  -4.7771  -3.4557  1.0631
H  -3.4769  -2.2642  1.1806
H  -3.6846  -2.9733  -0.3244
H  -5.1500  -0.6606  -0.3983
H  -6.4562  -2.6472  -1.3167
H  -7.3583  -1.6233  -0.2361
H  -6.9075  -3.1516  0.2500
H  -5.8204  -1.6338  2.2231
C  -1.7106  -1.5824  4.6425
C  -2.5749  -2.5512  5.4103
C  -1.8078  -3.1226  6.5659
O  -3.7468  -1.8120  5.8867
H  -0.7540  -2.1806  4.3325
H  -1.5063  -0.6985  5.2123
H  -2.1754  -1.2666  3.6959
H  -2.9921  -3.3706  4.8047
H  -1.4932  -2.2673  7.0487
H  -0.8927  -3.7035  6.3470
H  -2.4951  -3.6816  7.1901
H  -3.5892  -1.2819  6.6608
C  1.6250  3.2253  2.7562
C  2.6582  2.9309  1.6743
C  3.9776  3.4621  2.2457
O  2.7484  1.5981  1.3638
H  2.0103  3.1713  3.7661
H  0.7911  2.4433  2.6337
H  1.1164  4.2279  2.5747
H  2.3907  3.5052  0.7986
H  3.9481  4.5868  2.2752
H  4.7974  3.1623  1.5827
H  4.0817  3.1080  3.2498
H  3.1488  1.0263  2.0267
C  1.1083  6.5118  -1.1189
C  1.1314  5.3101  -2.1157
C  2.5456  5.0946  -2.5734
O  0.6292  4.2219  -1.3886
H  1.7851  6.2523  -0.3360
H  0.1690  6.4087  -0.6381
H  1.2276  7.5527  -1.4154
H  0.4490  5.5788  -2.9513
H  2.5599  4.3957  -3.3892
H  3.0717  4.7243  -1.6561
H  3.0166  6.0675  -2.7889
H  0.8517  3.4773  -1.9585
C  1.3345  -3.0717  -0.8599
C  0.4654  -2.2089  -0.0210
C  -0.4708  -2.9076  0.9100
O  1.1593  -1.2503  0.7981
H  0.7210  -3.7663  -1.3687
H  2.0911  -3.5618  -0.2183
H  1.8319  -2.5086  -1.6730
H  -0.2524  -1.6557  -0.7164
H  0.0153  -3.4748  1.7105
H  -0.9627  -3.6569  0.2931
H  -1.1985  -2.1538  1.2565
H  1.8462  -0.9062  0.2510
C  4.0588  -2.6946  2.4826
C  3.2923  -1.5978  3.2762
C  3.0508  -1.9996  4.6872
O  3.8862  -0.2476  3.1713
H  4.8265  -3.2346  3.0834
H  4.6589  -2.2769  1.6968
H  3.2849  -3.4215  2.2035
H  2.3199  -1.4210  2.7455
H  2.2533  -1.5198  5.2104
H  4.0647  -1.9160  5.1577
H  2.7902  -3.0995  4.6560
H  4.8017  -0.3112  3.5300
C  -2.6218  2.3510  2.0384
C  -2.3619  1.7779  0.6033
C  -0.8887  1.3997  0.4161
O  -3.2324  0.6904  0.3781
H  -2.4633  1.6680  2.8641
H  -3.6555  2.6463  2.0681
H  -2.1184  3.2997  2.2394
H  -2.5753  2.6345  -0.0613
H  -0.2449  2.2429  0.6604
H  -0.5439  1.0543  -0.5674
H  -0.7274  0.5208  1.0554
H  -3.7369  0.5463  1.1634